Below is a cluster of 3 separate species, C25H53O4P2S in total, with properties calculated with ωB97M-V/def2-TZVPD.

As for the net charge: -1. The gap between HOMO and LUMO is 6.31 eV. The maximum force comes out at 0.96 eV/A. Its spin multiplicity is 1. Its LUMO energy is 2.108 eV.

Each line ends with the Löwdin charge.
Cartesian coordinates (Å):
C: -3.849 0.960 -2.398  -0.120
C: -3.270 0.845 -3.807  -0.258
C: -2.679 2.172 -4.321  -0.221
C: -1.192 2.071 -4.658  -0.225
C: -0.592 3.308 -5.351  -0.208
C: 0.147 4.252 -4.397  -0.211
C: -0.770 5.015 -3.416  -0.194
C: -0.991 4.347 -2.045  -0.221
C: -0.203 4.980 -0.894  -0.218
C: 1.312 4.724 -1.034  -0.272
C: 1.821 3.553 -0.187  -0.357
P: 2.587 2.196 -1.278  0.401
C: 2.396 0.816 0.075  -0.312
C: 1.091 0.089 0.025  -0.289
C: 0.771 -0.808 -1.005  -0.065
C: -0.473 -1.419 -1.054  -0.088
C: -1.433 -1.160 -0.079  -0.079
C: -1.146 -0.281 0.963  -0.290
C: -2.140 -0.017 2.068  -0.056
C: 0.109 0.329 0.988  -0.028
P: 3.473 0.769 -2.921  0.138
O: 4.223 -0.580 -2.365  -0.309
O: 4.764 1.552 -3.554  -0.321
S: 2.259 0.307 -4.415  0.110
H: -3.083 1.351 -1.721  0.069
H: -4.692 1.658 -2.386  0.067
H: -4.188 -0.001 -2.009  0.060
H: -2.478 0.089 -3.796  0.099
H: -4.040 0.489 -4.497  0.095
H: -2.814 2.930 -3.542  0.085
H: -3.227 2.519 -5.203  0.104
H: -0.642 1.868 -3.735  0.086
H: -1.044 1.190 -5.290  0.102
H: -1.390 3.868 -5.854  0.100
H: 0.108 2.963 -6.116  0.099
H: 0.895 3.659 -3.862  0.082
H: 0.707 4.981 -4.993  0.103
H: -0.359 6.019 -3.269  0.101
H: -1.739 5.149 -3.909  0.098
H: -2.058 4.387 -1.798  0.098
H: -0.704 3.294 -2.116  0.091
H: -0.572 4.560 0.046  0.095
H: -0.398 6.059 -0.884  0.097
H: 1.861 5.644 -0.819  0.098
H: 1.508 4.497 -2.085  0.047
H: 2.577 3.878 0.537  0.065
H: 0.987 3.141 0.388  0.055
H: 3.972 2.393 -0.814  -0.012
H: 2.830 3.141 -2.368  -0.034
H: 1.269 1.870 -1.829  -0.010
H: 2.422 1.365 1.024  0.060
H: 3.258 0.145 0.071  0.065
H: 1.486 -1.011 -1.791  0.059
H: -0.688 -2.098 -1.874  0.097
H: -2.405 -1.639 -0.139  0.096
H: -3.111 -0.439 1.805  0.069
H: -2.223 1.051 2.271  0.074
H: -1.773 -0.527 2.960  0.055
H: 0.330 1.018 1.801  0.112
H: 3.773 -1.361 -2.706  0.027
H: 4.554 1.710 -4.483  0.018
C: 2.079 -1.052 4.515  -0.059
C: 0.835 -1.902 4.731  -0.496
C: 1.181 -3.318 5.164  -0.064
O: 0.036 -1.913 3.552  -0.059
H: 2.695 -1.483 3.721  0.084
H: 1.806 -0.043 4.208  0.076
H: 2.682 -0.993 5.423  0.075
H: 0.205 -1.434 5.491  0.136
H: 1.775 -3.814 4.391  0.084
H: 0.280 -3.910 5.317  0.060
H: 1.758 -3.321 6.090  0.079
H: 0.554 -2.304 2.839  0.096
C: -2.105 -7.269 4.842  -0.062
C: -0.592 -7.332 4.971  -0.501
C: -0.110 -8.730 5.327  -0.066
O: -0.127 -6.380 5.926  -0.060
H: -2.576 -7.535 5.794  0.079
H: -2.423 -6.261 4.579  0.081
H: -2.467 -7.959 4.079  0.079
H: -0.137 -7.021 4.029  0.139
H: -0.525 -9.038 6.291  0.078
H: 0.976 -8.751 5.405  0.078
H: -0.421 -9.458 4.576  0.078
H: -0.504 -6.608 6.783  0.087